C11H27CsN4O7P2S as an isolated structure at a distorted geometry, computed with wB97M-V/def2-TZVPD.

As for the relative energy (zero: lowest compared OMol25 entry of this formula, charge and spin): 3.8 kcal per mole. Its net charge is 0. The HOMO energy comes out at -7.919 eV.

```
53
C11H27CsN4O7P2S wB97M-V/def2-TZVPD
H 3.735 -1.663 -1.605
C 6.844 0.795 -2.717
H 5.837 -0.845 -3.705
H -0.661 2.537 2.317
P -0.485 -1.107 3.062
C -1.674 -2.308 2.253
H 5.578 1.256 -0.383
C -0.826 2.940 0.351
H 6.000 2.749 -2.474
N 0.486 3.289 0.318
O -1.219 -2.395 -0.463
H 0.814 -2.282 4.336
C 4.875 1.450 -1.200
C 5.834 -1.264 -1.605
H 1.007 3.156 1.171
O 2.684 0.474 -1.267
N -2.959 -2.110 3.045
H 4.279 2.318 -0.924
N 4.420 -0.936 -1.473
H -3.732 -2.355 2.392
H -2.981 -1.119 3.329
O -2.468 -0.401 0.553
O -3.643 -2.656 0.523
H 7.540 0.917 -1.878
H -2.973 -2.697 3.876
H -2.994 -0.108 -0.207
H 7.410 -1.252 -3.045
H 1.667 2.618 -1.314
O -1.360 0.034 3.452
H -2.915 2.785 2.893
P -2.288 -2.029 0.500
C 1.242 3.531 -0.895
H 0.581 3.975 -1.633
N -1.326 2.727 1.581
S -1.767 2.871 -1.052
H -1.928 -4.441 1.849
C 5.649 1.716 -2.499
H -3.347 2.951 1.181
H 7.384 1.120 -3.608
H 4.960 1.650 -3.346
Cs 0.337 -0.247 -0.194
C 6.498 -0.684 -2.848
H 5.887 -2.352 -1.610
C -1.235 -3.762 2.348
H -1.121 -4.062 3.392
H -2.897 1.356 1.846
C -2.713 2.422 1.887
C 3.900 0.301 -1.309
O 0.730 -0.942 2.205
H -0.267 -3.850 1.855
O -0.061 -1.887 4.412
H 6.368 -0.939 -0.706
H 2.043 4.234 -0.662
```